<A>
Formula: C3H6P2
Source: OMol25
Level of theory: ωB97M-V with the def2-TZVPD basis set

Calculated values
Lowest unoccupied orbital energy (alpha / beta): -0.59 / 0.02 eV
HOMO energy (alpha / beta): -8.366 / -8.204 eV
Gap between HOMO and LUMO (alpha / beta): 7.774 / 8.225 eV

```
! wB97M-V def2-TZVPD RIJCOSX def2/J DEFGRID3
* xyz 0 1
C 1.315 1.106 0.310
C -0.399 -0.916 0.729
C -1.111 -0.678 -0.511
P 0.554 0.427 1.546
P 1.202 0.701 -1.504
H 1.986 1.897 0.564
H -1.116 -1.427 1.479
H 0.366 -1.677 0.587
H -1.635 -1.454 -0.896
H -1.533 0.350 -0.691
H 0.371 1.671 -1.612
*
```



<B>
Formula: C3H6P2
Source: OMol25
Level of theory: ωB97M-V with the def2-TZVPD basis set

Calculated values
Lowest unoccupied orbital energy (alpha / beta): -0.74 / -0.98 eV
HOMO energy (alpha / beta): -8.047 / -8.208 eV
Gap between HOMO and LUMO (alpha / beta): 7.304 / 7.227 eV

```
! wB97M-V def2-TZVPD RIJCOSX def2/J DEFGRID3
* xyz 0 1
C -1.002 0.202 0.758
C -1.321 0.056 -0.745
C -0.622 -1.030 0.010
P 2.508 1.115 -0.068
P 2.368 -0.857 0.091
H -0.108 0.764 1.117
H -1.713 -0.016 1.664
H -2.412 -0.138 -1.025
H -0.798 0.544 -1.605
H -0.805 -2.122 0.125
H 3.906 1.482 -0.321
*
```



Most stable: <A> (next structure +21.4 kcal/mol)



<A>
Formula: C5H14O3
Source: OMol25
Level of theory: ωB97M-V with the def2-TZVPD basis set

Calculated values
Lowest unoccupied orbital energy: 0.66 eV
HOMO energy: -9.528 eV
Gap between HOMO and LUMO: 10.185 eV

```
! wB97M-V def2-TZVPD RIJCOSX def2/J DEFGRID3
* xyz 0 1
C 2.233 1.818 0.365
C 1.273 0.861 0.668
C -0.168 0.922 0.588
C -0.864 0.314 -0.593
C -0.493 -1.163 -0.744
O -0.818 -1.883 0.443
H 3.335 1.402 0.352
H 1.976 2.904 0.282
H 1.752 -0.091 0.872
H -0.449 1.983 0.721
H -0.454 0.305 1.524
H -1.974 0.230 -0.605
H -0.500 0.796 -1.506
H 0.535 -1.284 -0.947
H -1.088 -1.696 -1.683
H -0.443 -2.761 0.349
O -2.825 -0.659 1.934
H -2.197 -1.452 1.767
H -3.434 -0.985 2.497
O 1.948 0.352 -2.475
H 2.449 0.918 -2.983
H 2.168 0.747 -1.556
*
```



<B>
Formula: C5H14O3
Source: OMol25
Level of theory: ωB97M-V with the def2-TZVPD basis set

Calculated values
Lowest unoccupied orbital energy: 0.57 eV
HOMO energy: -9.613 eV
Gap between HOMO and LUMO: 10.181 eV

```
! wB97M-V def2-TZVPD RIJCOSX def2/J DEFGRID3
* xyz 0 1
C 0.229 0.004 0.984
C -0.795 0.622 0.420
C -1.787 -0.115 -0.470
C -1.154 -0.422 -1.843
C -0.588 -1.856 -1.937
O -1.543 -2.705 -2.655
H 0.921 0.442 1.689
H 0.508 -1.035 0.856
H -0.950 1.682 0.565
H -2.723 0.436 -0.546
H -2.036 -1.056 0.006
H -1.691 -0.245 -2.776
H -0.262 0.199 -1.986
H -0.544 -2.333 -0.963
H 0.308 -1.856 -2.556
H -1.120 -3.066 -3.436
O 3.425 0.971 2.447
H 3.291 1.528 3.218
H 3.658 1.582 1.735
O 1.062 2.864 2.246
H 0.244 2.359 2.290
H 1.379 2.869 3.154
*
```



Most stable: <B> (next structure +10.7 kcal/mol)